Entry 1:
{
  "formula": "C13H27Cl3F6N2O4PdS2Si4Te",
  "method": "wB97M-V/def2-TZVPD",
  "total_charge": 2,
  "total_energy_ha": -5251.47745,
  "homo_ev": [-15.1, -15.1],
  "de_lowest_kcal_mol": 0.00,
  "gap_ev": [6.73, 6.73],
  "species": ["Pd", "F", "C", "F", "F", "S", "O", "O", "N", "S", "O", "O", "C", "F", "F", "F", "Cl", "C", "Cl", "Cl", "C", "N", "C", "Si", "C", "C", "Si", "Te", "Si", "C", "C", "C", "Si", "C", "C", "C", "H", "H", "H", "H", "H", "H", "H", "H", "H", "H", "H", "H", "H", "H", "H", "H", "H", "H", "H", "H", "H", "H", "H", "H", "H", "H", "H"],
  "positions_angstrom": [[0.460, -2.409, 0.336], [-1.078, -4.366, 4.994], [-0.062, -4.327, 4.157], [-0.271, -5.178, 3.151], [1.060, -4.625, 4.768], [0.001, -2.617, 3.436], [-1.255, -2.444, 2.767], [0.435, -1.695, 4.427], [1.103, -2.773, 2.221], [2.732, -2.572, 2.478], [3.164, -1.431, 1.732], [3.063, -2.769, 3.839], [3.346, -4.050, 1.550], [2.736, -5.143, 1.982], [4.644, -4.151, 1.719], [3.080, -3.899, 0.240], [0.093, -5.033, -0.212], [0.107, -4.751, -2.009], [-1.310, -5.429, -2.754], [1.596, -5.315, -2.712], [0.058, -3.277, -2.037], [0.041, -2.137, -1.851], [-2.237, 2.344, 0.525], [-1.855, 0.748, 1.425], [-1.602, 0.914, 3.242], [-2.787, -0.678, 0.720], [0.017, 1.544, -0.983], [0.743, 0.076, 0.819], [1.141, 3.604, -0.397], [0.166, 5.060, -1.012], [2.737, 3.366, -1.331], [1.375, 3.651, 1.450], [-0.928, 1.148, -3.169], [-1.659, 2.787, -3.650], [-2.202, -0.203, -3.214], [0.667, 0.754, -4.057], [-3.229, 2.623, 0.907], [-2.372, 2.262, -0.559], [-1.579, 3.175, 0.775], [-2.571, 0.815, 3.743], [-1.203, 1.899, 3.488], [-0.950, 0.147, 3.655], [-3.807, -0.677, 1.117], [-2.338, -1.627, 1.001], [-2.852, -0.587, -0.367], [-0.008, 5.030, -2.086], [0.763, 5.954, -0.806], [-0.796, 5.189, -0.516], [2.590, 3.384, -2.412], [3.265, 2.449, -1.066], [3.392, 4.204, -1.076], [0.431, 3.817, 1.974], [2.018, 4.506, 1.677], [1.859, 2.768, 1.866], [-2.529, 3.052, -3.047], [-2.000, 2.706, -4.686], [-0.943, 3.606, -3.609], [-3.138, 0.121, -2.754], [-1.878, -1.124, -2.738], [-2.419, -0.422, -4.264], [1.315, 1.629, -4.138], [0.428, 0.436, -5.076], [1.232, -0.056, -3.591]]
}

Entry 2:
{
  "formula": "C13H27ClNO9PS3",
  "method": "wB97M-V/def2-TZVPD",
  "total_energy_ha": -3239.57435,
  "homo_ev": -9.4,
  "gap_ev": 9.68,
  "species": ["C", "C", "C", "Cl", "C", "O", "S", "O", "O", "O", "C", "P", "N", "O", "H", "H", "H", "H", "H", "H", "H", "H", "H", "H", "H", "C", "C", "C", "S", "O", "O", "C", "H", "H", "H", "H", "H", "H", "H", "H", "C", "C", "C", "S", "O", "O", "C", "H", "H", "H", "H", "H", "H", "H", "H"],
  "positions_angstrom": [[-2.730, -0.309, -0.275], [-1.784, 0.000, 0.879], [-2.002, -0.740, 2.210], [-2.814, 0.312, 3.421], [-2.710, -2.093, 2.122], [-4.102, -2.054, 2.516], [-4.533, -3.568, 2.700], [-4.608, -4.202, 1.420], [-5.613, -3.635, 3.609], [-3.186, -4.044, 3.387], [-2.102, -3.135, 3.067], [-0.584, -4.101, 2.423], [-0.539, -3.395, 0.876], [-1.260, -5.579, 2.233], [-2.797, -1.371, -0.514], [-2.373, 0.192, -1.176], [-3.736, 0.061, -0.072], [-1.865, 1.068, 1.089], [-0.742, -0.181, 0.606], [-1.022, -0.938, 2.639], [-2.700, -2.445, 1.097], [-1.824, -2.645, 4.003], [0.305, -3.635, 0.371], [-1.335, -3.561, 0.268], [-1.980, -5.633, 1.594], [4.281, 1.033, 1.254], [3.135, 1.992, 1.603], [1.838, 1.350, 1.105], [2.110, -0.423, 1.154], [2.070, -0.947, -0.191], [1.290, -1.034, 2.174], [3.817, -0.352, 1.694], [5.211, 1.313, 1.747], [4.457, 1.037, 0.176], [3.093, 2.133, 2.685], [3.273, 2.971, 1.146], [0.972, 1.576, 1.724], [1.627, 1.600, 0.068], [4.351, -1.182, 1.237], [3.815, -0.456, 2.779], [1.853, 3.458, -4.804], [0.916, 2.297, -5.165], [0.326, 1.764, -3.856], [0.291, 3.164, -2.723], [1.193, 2.886, -1.628], [-1.064, 3.558, -2.441], [1.078, 4.334, -3.827], [2.157, 4.022, -5.684], [2.755, 3.076, -4.322], [0.116, 2.660, -5.811], [1.441, 1.508, -5.702], [-0.692, 1.392, -3.950], [0.955, 1.006, -3.391], [1.689, 5.004, -3.227], [0.281, 4.892, -4.319]]
}